No. 1
107
Properties=species:S:1:pos:R:3 method="wB97M-V/def2-TZVPD" e_above_lowest_ev=1.1444 s_squared=2.010 lumo_ev="-0.33 / -0.58" charge=0 max_force_ev_per_a=0.5 multiplicity=3 gap_ev="5.98 / 6.95" homo_ev="-6.31 / -7.53"
Ti -0.39584 0.22983 -0.25769
O 5.68853 0.76428 -2.64707
C 4.75796 0.85849 -3.47475
O 4.66601 1.43592 -4.56600
C 3.47877 0.12474 -3.01612
C 3.56087 -0.94675 -2.14004
C 2.40332 -1.47793 -1.59578
N 1.19697 -0.94515 -1.83875
C 1.11076 -0.06673 -2.84893
C 2.22060 0.50108 -3.45545
C -0.27338 0.17635 -3.31403
C -0.56470 0.51514 -4.62736
C -1.89040 0.63894 -5.00208
C -2.88419 0.41210 -4.06420
C -2.50505 0.08609 -2.77517
N -1.23205 -0.02945 -2.41102
C 2.47518 -2.77743 -0.86721
C 3.62426 -3.14724 -0.16555
C 3.75231 -4.45206 0.27734
C 2.72467 -5.34830 0.03086
C 1.59480 -4.87634 -0.62179
N 1.46142 -3.62730 -1.06057
H 4.54028 -1.33851 -1.90310
H 2.15574 1.25257 -4.23193
H 0.23422 0.66619 -5.33926
H -2.14654 0.90174 -6.02012
H -3.93126 0.48967 -4.32242
H -3.24148 -0.07980 -1.99714
H 4.40305 -2.41670 0.01089
H 4.64207 -4.76731 0.80702
H 2.78682 -6.38190 0.34343
H 0.75411 -5.53776 -0.80883
N -1.27407 4.65651 -0.40242
C -1.23534 3.30162 -0.44324
S 0.05486 2.57705 -1.32019
N -2.22754 2.71722 0.22023
N -2.14309 1.35371 0.28462
C -3.20038 0.72928 0.71556
C -4.50996 1.38580 0.95451
C -5.15749 2.04920 -0.08460
C -6.39451 2.63743 0.12474
C -6.99076 2.58332 1.37837
C -6.34406 1.93888 2.42228
C -5.10965 1.34120 2.20996
C -3.07113 -0.72618 0.81258
C -4.12969 -1.56794 1.16101
C -3.92038 -2.93174 1.19132
C -2.67003 -3.43484 0.84377
C -1.68039 -2.54888 0.47300
N -1.86676 -1.22187 0.46943
H -0.66488 5.16546 -1.01669
H -2.11815 5.09496 -0.07399
H -4.68037 2.10922 -1.05492
H -6.89305 3.14538 -0.69099
H -7.95509 3.04701 1.54094
H -6.79871 1.90368 3.40424
H -4.59616 0.84739 3.02750
H -5.09905 -1.15165 1.39448
H -4.72669 -3.59951 1.46601
H -2.47293 -4.49808 0.83565
H -0.70513 -2.88245 0.14296
N -1.01184 2.53411 2.88196
C 0.29970 2.34867 2.54056
N 0.72129 1.67831 1.51327
C 2.11737 1.75049 1.42572
C 2.88698 1.25185 0.37920
C 4.26338 1.38430 0.41204
C 4.88161 2.00542 1.50092
C 4.13547 2.52515 2.54533
C 2.75294 2.40430 2.48545
S 1.54682 3.03186 3.57411
H -1.61983 2.70873 2.08301
H -1.16128 3.19846 3.62482
H 2.39764 0.80225 -0.47190
H 4.86028 1.03475 -0.42725
H 5.95902 2.10636 1.51428
H 4.61516 3.03332 3.37212
O 0.66834 -1.02736 1.22608
S 1.81055 -1.36200 2.14667
C 1.42311 -0.66344 3.78517
C 0.11540 -1.09144 4.37971
C -1.09546 -0.76050 3.77350
C -2.29140 -1.19998 4.32152
C -2.29634 -1.96082 5.48288
C -1.09571 -2.27654 6.10195
C 0.10234 -1.84642 5.54977
C 1.53077 -3.09932 2.55403
C 2.48501 -3.61405 3.59517
C 3.84045 -3.29001 3.56074
C 4.70749 -3.77995 4.52731
C 4.23330 -4.61087 5.53217
C 2.88659 -4.94441 5.56913
C 2.01808 -4.44249 4.61114
H 1.48083 0.41142 3.63147
H 2.26762 -0.94845 4.41596
H -1.09665 -0.15501 2.87928
H -3.22484 -0.94525 3.83616
H -3.23288 -2.29817 5.90937
H -1.08988 -2.85711 7.01602
H 1.03992 -2.10117 6.03065
H 1.65287 -3.61251 1.60213
H 0.48842 -3.18458 2.86506
H 4.22160 -2.64685 2.77708
H 5.75608 -3.51317 4.49200
H 4.91020 -4.99666 6.28339
H 2.50929 -5.59303 6.34950
H 0.96379 -4.69090 4.65079

No. 2
103
Properties=species:S:1:pos:R:3 method="wB97M-V/def2-TZVPD" e_above_lowest_ev=0.6747 lumo_ev=-3.08 charge=+1 max_force_ev_per_a=1.5 gap_ev=6.28 homo_ev=-9.36
Pb -0.72092 0.45851 0.71468
Cl -4.17328 -1.25314 7.22243
C -3.05380 -0.89088 5.96138
C -3.28706 -1.36025 4.67986
C -2.39706 -1.02972 3.67707
Cl -2.69850 -1.63627 2.08026
C -1.25647 -0.23026 3.87223
O -0.40276 0.08609 2.95013
C -1.06558 0.19208 5.20767
Cl 0.32830 1.14046 5.52176
C -1.93069 -0.12434 6.23126
H -4.15068 -1.96776 4.46439
H -1.74102 0.22923 7.23052
C 1.06069 -2.27585 5.54582
C 2.16401 -1.60004 5.05215
C 2.38114 -1.53931 3.68904
C 1.49252 -2.17091 2.82457
C 0.39730 -2.87246 3.31932
C 0.18092 -2.91072 4.68449
P 1.79509 -2.03782 1.05069
C 2.82849 -3.42399 0.51994
C 3.18458 -3.52848 -0.82219
C 3.86343 -4.65105 -1.25810
C 4.18088 -5.66716 -0.36835
C 3.85531 -5.54285 0.97342
C 3.18073 -4.42103 1.42275
C 2.50358 -0.43451 0.68161
C 3.88972 -0.34582 0.57035
C 4.46986 0.89817 0.40641
C 3.66095 2.02222 0.36443
C 2.28391 1.90156 0.45601
C 1.64443 0.67116 0.61138
H 0.88123 -2.30135 6.60887
H 2.84265 -1.11074 5.73227
H 3.22422 -0.99118 3.29138
H -0.28636 -3.35811 2.63677
H -0.67972 -3.42354 5.08663
H 2.91647 -2.73297 -1.49958
H 4.13849 -4.74353 -2.29761
H 4.68174 -6.55746 -0.72238
H 4.11559 -6.32612 1.66896
H 2.92860 -4.31699 2.46859
H 4.50029 -1.23975 0.59772
H 5.54170 0.99397 0.31713
H 4.10089 3.00261 0.24660
H 1.68093 2.79767 0.42282
C 0.27620 -2.27847 0.21619
C -0.56724 -2.85836 -0.44198
C -1.48380 -3.56573 -1.23822
C -2.52737 -4.29873 -0.66623
C -3.30329 -5.11523 -1.46702
C -3.04969 -5.20975 -2.82683
C -2.02259 -4.47338 -3.40017
C -1.23999 -3.65178 -2.61317
H -2.70506 -4.23014 0.39607
H -4.10128 -5.69268 -1.02466
H -3.64143 -5.87044 -3.44174
H -1.82614 -4.55527 -4.45876
H -0.41358 -3.09618 -3.02960
C -3.52450 5.49282 -2.76805
O -2.83311 4.90196 -1.68250
C -3.30173 3.65660 -1.33003
C -4.43299 3.50995 -0.54029
C -4.90447 2.25271 -0.21198
C -4.26984 1.12536 -0.70677
C -3.14425 1.25386 -1.49903
C -2.62839 2.51404 -1.78517
N -1.48783 2.64572 -2.59796
C -0.50937 3.54644 -2.46537
C -0.14558 4.27277 -1.34267
C 0.62898 5.45312 -1.54683
C 0.86158 6.32718 -0.53428
C 0.40353 6.02809 0.76908
C -0.21830 4.84843 1.04311
C -0.51664 3.90063 0.01639
O -1.05091 2.78147 0.25713
H -3.09486 6.48226 -2.89816
H -4.59415 5.57921 -2.56783
H -3.37441 4.90932 -3.68306
H -4.93227 4.39520 -0.17757
H -5.77128 2.15366 0.42219
H -4.64534 0.14530 -0.46295
H -2.64916 0.37881 -1.89819
H -1.49790 2.08338 -3.43781
H 0.04786 3.74282 -3.37815
H 0.96038 5.66932 -2.55334
H 1.38531 7.25253 -0.71505
H 0.57195 6.74816 1.55666
H -0.52077 4.59430 2.04772
O 1.67127 -1.01398 -2.01794
S 1.04196 0.25792 -2.40758
C 0.51085 -0.02792 -4.17438
C 1.10360 1.08547 -5.01585
C 2.51391 1.30152 -4.47276
C 2.39388 1.39595 -2.95994
H -0.57399 -0.10420 -4.21870
H 0.94855 -0.98920 -4.43889
H 0.52100 2.00681 -4.93609
H 1.12506 0.80135 -6.06846
H 2.96096 2.20252 -4.89237
H 3.13886 0.45354 -4.75704
H 2.08471 2.39001 -2.64218
H 3.29839 1.11358 -2.42646